Entry from OMol25: a molecular structure, C72H60ClFGeIN2OP3RhSi (ωB97M-V/def2-TZVPD).

Kohn-Sham gap (spin up / spin down): 6.4 / 5.2 eV
DFT total energy: -199263.9728 eV

```
! RIJCOSX wB97M-V def2-TZVPD def2/J DEFGRID3
* xyz 1 5
Rh -0.90 0.31 -0.37
F 1.85 -1.82 -4.38
Ge 0.66 -1.15 -3.25
C -0.12 0.28 -4.39
C -0.23 -0.03 -5.74
C -0.89 0.83 -6.60
C -1.47 1.99 -6.12
C -1.37 2.30 -4.77
C -0.69 1.46 -3.89
P -0.41 1.89 -2.14
C -1.49 3.35 -1.95
C -2.83 3.10 -1.63
C -3.74 4.14 -1.59
C -3.32 5.44 -1.83
C -1.99 5.70 -2.12
C -1.08 4.66 -2.20
C 1.25 2.66 -2.27
C 1.64 3.50 -1.22
C 2.89 4.10 -1.23
C 3.78 3.84 -2.26
C 3.40 3.03 -3.31
C 2.13 2.45 -3.33
C 2.35 -3.13 -1.73
C 1.18 -3.68 -1.43
C 0.42 -2.75 -0.55
C 0.69 -1.43 -0.54
C 1.75 -0.94 -1.54
C 2.87 -1.96 -1.40
P 3.96 -1.78 0.08
C 3.80 -3.49 0.74
C 2.86 -3.71 1.74
C 2.59 -4.99 2.19
C 3.27 -6.07 1.64
C 4.22 -5.86 0.65
C 4.48 -4.58 0.20
C 5.65 -1.78 -0.58
C 5.95 -1.29 -1.85
C 7.27 -1.20 -2.26
C 8.30 -1.59 -1.41
C 8.01 -2.06 -0.14
C 6.69 -2.14 0.28
C -0.82 -2.46 -3.38
C -0.65 -3.39 -4.40
C -1.71 -4.15 -4.88
C -2.98 -3.94 -4.38
C -3.17 -3.03 -3.35
C -2.10 -2.32 -2.80
P -2.47 -1.16 -1.42
C -4.00 -0.41 -2.09
C -5.27 -0.53 -1.53
C -6.36 0.11 -2.10
C -6.21 0.87 -3.24
C -4.96 0.99 -3.82
C -3.86 0.36 -3.25
C -3.16 -2.17 0.09
C -3.83 -3.57 -0.17
C -4.09 -4.40 1.85
C -4.11 -3.54 3.07
C -4.37 -2.24 3.14
C -4.83 -1.35 2.00
H 0.22 -0.94 -6.11
H -0.97 0.58 -7.65
H -1.99 2.66 -6.79
H -1.83 3.21 -4.40
H -3.14 2.09 -1.42
H -4.78 3.94 -1.38
H -4.03 6.26 -1.79
H -1.66 6.71 -2.31
H -0.05 4.86 -2.47
H 0.96 3.67 -0.40
H 3.18 4.74 -0.41
H 4.77 4.28 -2.25
H 4.08 2.84 -4.14
H 1.85 1.84 -4.17
H 0.76 -4.60 -1.79
H -0.41 -3.13 0.05
H 0.44 -0.78 0.34
H 2.05 0.09 -1.39
H 2.34 -2.86 2.17
H 1.85 -5.15 2.96
H 3.08 -7.07 1.99
H 4.76 -6.70 0.23
H 5.22 -4.41 -0.58
H 5.15 -1.00 -2.51
H 7.51 -0.83 -3.25
H 9.33 -1.54 -1.74
H 8.81 -2.36 0.53
H 6.46 -2.50 1.28
H 0.34 -3.51 -4.84
H -1.54 -4.86 -5.68
H -3.83 -4.46 -4.79
H -4.17 -2.85 -2.99
H -5.43 -1.14 -0.66
H -7.34 -0.01 -1.64
H -7.07 1.37 -3.68
H -4.83 1.58 -4.72
H -2.89 0.47 -3.71
H -3.82 -3.87 -1.21
H -4.19 -5.44 2.15
H -3.84 -4.05 4.00
H -4.31 -1.75 4.10
H -5.06 -0.37 2.42
Cl 3.78 0.65 6.17
C 2.59 0.34 4.97
C 1.58 -0.56 5.26
C 0.60 -0.82 4.33
I -0.79 -2.32 4.72
C 0.50 -0.13 3.07
O -0.45 -0.29 2.28
C 1.65 0.74 2.75
N 1.69 1.25 1.52
C 2.77 1.92 1.16
C 3.83 2.22 2.02
C 3.77 1.75 3.30
C 2.68 0.96 3.70
H 1.58 -1.08 6.21
H 2.82 2.24 0.13
H 4.67 2.79 1.66
H 4.57 1.95 4.01
C -3.32 1.26 3.76
Si -3.23 1.51 1.90
C -4.78 2.36 1.23
C -1.67 2.53 1.52
N -3.09 0.03 0.95
C -3.71 -1.08 0.99
C -6.11 -1.92 1.42
C -6.21 -3.12 0.87
C -5.04 -4.03 0.67
C -2.87 -4.19 0.88
C -2.18 -2.88 0.99
H -3.08 2.19 4.27
H -2.59 0.51 4.09
H -4.31 0.94 4.09
H -4.64 3.44 1.15
H -5.63 2.19 1.89
H -5.04 1.98 0.24
H -1.92 3.53 1.15
H -1.04 2.04 0.76
H -1.06 2.64 2.41
H -6.99 -1.30 1.54
H -7.17 -3.47 0.53
H -5.40 -4.96 0.22
H -2.28 -5.09 0.71
H -1.71 -2.45 1.87
*
```

These are the Löwdin partial charges, in e, on atoms 1 to 5: 0.47 -0.27 0.99 -0.28 -0.08

Entry from OMol25: a molecular structure, C72H71Ge2N7O3S5Sr (ωB97M-V/def2-TZVPD).

Kohn-Sham gap: 6.5 eV
DFT total energy: -260444.6184 eV

```
! RIJCOSX wB97M-V def2-TZVPD def2/J DEFGRID3
* xyz -2 1
Sr -0.23 1.97 1.73
C -4.33 4.17 2.17
C -3.33 3.11 1.80
N -2.07 3.36 1.71
N -1.66 4.61 1.93
C -0.36 4.79 1.79
O 0.50 3.99 1.39
C 0.03 6.22 2.01
C 1.36 6.61 2.04
C 1.69 7.95 2.13
C 0.70 8.92 2.20
C -0.63 8.53 2.17
C -0.96 7.20 2.08
C -3.77 1.75 1.53
C -5.12 1.48 1.23
C -5.49 0.18 0.94
C -4.54 -0.82 0.99
C -3.24 -0.47 1.34
N -2.86 0.77 1.58
H -3.80 4.92 2.76
H -5.15 3.76 2.76
H -4.73 4.67 1.29
H 2.12 5.85 1.97
H 2.74 8.25 2.14
H 0.96 9.97 2.26
H -1.42 9.28 2.21
H -1.99 6.87 2.04
H -5.85 2.27 1.20
H -6.52 -0.04 0.68
H -4.78 -1.85 0.75
H -2.49 -1.25 1.45
N 2.00 1.45 9.79
C 1.37 1.80 8.59
C 1.26 3.13 8.20
C 0.70 3.46 6.98
C 0.23 2.46 6.14
C 0.33 1.14 6.52
C 0.89 0.80 7.74
S -0.29 2.78 4.45
O -1.68 2.42 4.34
O 0.03 4.16 4.17
N 0.57 1.74 3.65
C 1.81 2.11 3.42
N 2.33 1.76 2.24
C 3.59 2.07 2.01
C 4.37 2.75 2.94
C 3.73 3.09 4.12
N 2.48 2.78 4.38
H 1.97 2.18 10.49
H 1.73 0.55 10.15
H 1.64 3.91 8.85
H 0.63 4.48 6.65
H -0.03 0.38 5.84
H 0.97 -0.24 8.02
H 3.97 1.78 1.04
H 5.40 3.00 2.76
H 4.24 3.65 4.91
C -5.64 -3.78 -3.30
C -4.49 -2.90 -3.70
C -4.55 -1.52 -3.55
C -3.49 -0.71 -3.90
C -3.57 0.78 -3.74
C -2.33 -1.30 -4.40
C -2.24 -2.68 -4.54
C -0.97 -3.34 -5.00
C -3.33 -3.47 -4.19
C -1.25 -0.43 -4.93
C -1.22 -0.28 -6.31
C -0.30 0.55 -6.91
C 0.58 1.26 -6.12
C 0.56 1.12 -4.74
C -0.35 0.26 -4.12
Ge -0.35 0.08 -2.04
S -1.10 1.88 -1.07
S -1.49 -1.77 -1.35
Ge 0.37 -2.09 -0.01
S 0.39 -1.44 2.01
S 1.66 -0.78 -1.44
C 0.92 -4.08 -0.07
C 0.08 -5.05 0.50
C 0.51 -6.36 0.64
C 1.78 -6.74 0.23
C 2.62 -5.79 -0.32
C 2.20 -4.47 -0.47
C 3.20 -3.55 -1.05
C 3.37 -3.49 -2.43
C 2.41 -4.16 -3.37
C 4.43 -2.75 -2.95
C 5.31 -2.08 -2.12
C 6.45 -1.29 -2.69
C 5.10 -2.12 -0.75
C 4.06 -2.85 -0.20
C 3.84 -2.89 1.28
C -1.30 -4.75 0.97
C -1.53 -4.54 2.34
C -0.41 -4.55 3.33
C -2.83 -4.33 2.77
C -3.91 -4.36 1.89
C -5.31 -4.14 2.41
C -3.66 -4.63 0.56
C -2.37 -4.83 0.08
C -2.17 -5.14 -1.37
C 1.50 1.94 -3.95
C 2.80 1.52 -3.72
C 3.31 0.23 -4.30
C 3.64 2.30 -2.93
C 3.20 3.50 -2.39
C 4.07 4.31 -1.48
C 1.93 3.95 -2.71
C 1.07 3.20 -3.50
C -0.28 3.72 -3.86
H -6.54 -3.19 -3.12
H -5.39 -4.31 -2.39
H -5.85 -4.51 -4.08
H -5.45 -1.07 -3.14
H -4.58 1.09 -3.49
H -3.25 1.28 -4.65
H -2.91 1.10 -2.93
H -0.16 -2.62 -5.05
H -1.10 -3.80 -5.98
H -0.69 -4.12 -4.30
H -3.26 -4.54 -4.30
H -1.93 -0.84 -6.91
H -0.29 0.67 -7.99
H 1.30 1.93 -6.57
H -0.16 -7.09 1.08
H 2.11 -7.76 0.35
H 3.61 -6.06 -0.65
H 1.55 -4.54 -2.83
H 2.89 -4.99 -3.89
H 2.06 -3.45 -4.11
H 4.57 -2.71 -4.02
H 6.62 -1.56 -3.73
H 7.37 -1.48 -2.13
H 6.24 -0.23 -2.63
H 5.76 -1.57 -0.10
H 4.67 -2.45 1.82
H 3.68 -3.91 1.62
H 2.93 -2.33 1.52
H 0.16 -5.48 3.28
H -0.79 -4.42 4.34
H 0.27 -3.72 3.10
H -3.00 -4.14 3.82
H -5.36 -3.19 2.95
H -5.60 -4.93 3.10
H -6.02 -4.11 1.59
H -4.49 -4.68 -0.14
H -3.00 -5.73 -1.76
H -1.25 -5.69 -1.53
H -2.11 -4.20 -1.92
H 2.80 -0.01 -5.23
H 3.12 -0.58 -3.59
H 4.38 0.28 -4.48
H 4.64 1.95 -2.72
H 5.09 3.93 -1.46
H 3.66 4.26 -0.47
H 4.09 5.35 -1.78
H 1.59 4.90 -2.33
H -0.27 4.81 -3.89
H -0.99 3.40 -3.09
H -0.61 3.33 -4.82
*
```

These are the Löwdin partial charges, in e, on atoms 1 to 5: 1.26 -0.03 -0.29 -0.14 0.04